[1]
Formula: C33H59NO24
Source: the Open Molecules 2025 dataset
Level of theory: wB97M-V/def2-TZVPD

Element x y z (Å)
O1 -9.58 9.84 3.55
O2 8.62 -11.06 -0.28
O3 7.98 -9.12 -0.97
O4 -7.64 9.06 4.39
O5 7.20 -5.10 -0.93
O6 -6.82 2.28 0.42
O7 -1.44 -0.43 -4.58
O8 -3.47 -0.80 -5.51
O9 6.54 -10.85 -1.15
O10 -3.49 5.01 1.78
O11 -9.25 7.66 4.03
O12 6.46 -3.25 0.13
O13 2.46 -1.59 -4.12
O14 0.19 1.75 -1.00
O15 -6.86 1.32 -1.51
O16 -8.82 1.83 -0.51
O17 5.59 -3.97 -1.82
O18 2.29 -3.09 3.86
O19 2.83 -2.10 -6.29
O20 -4.82 4.08 3.34
O21 2.31 2.32 -0.50
O22 -1.53 -1.36 -6.53
O23 2.15 -0.11 -5.80
O24 -4.10 6.22 3.47
N1 3.71 2.00 2.77
C1 -3.58 3.79 1.04
C2 6.98 -8.27 -1.55
C3 1.37 1.55 -1.10
C4 1.78 -2.25 2.85
C5 -2.27 -0.86 -5.54
C6 -7.48 2.85 1.56
C7 3.21 -3.42 -5.88
C8 3.21 1.71 0.45
C9 -8.89 8.94 3.95
C10 1.69 0.84 -4.84
C11 -2.29 -1.85 -7.63
C12 2.48 -1.30 -5.29
C13 2.35 -0.72 0.93
C14 -4.84 6.36 4.69
C15 -7.62 1.81 -0.53
C16 2.64 -2.41 5.05
C17 -4.19 5.02 2.91
C18 2.76 2.06 1.85
C19 -2.08 0.14 -3.44
C20 3.38 2.25 4.03
C21 -7.12 10.39 4.36
C22 6.42 -4.03 -0.78
C23 1.44 2.40 2.14
C24 3.39 0.20 0.25
C25 1.10 2.65 3.46
C26 -10.58 7.39 3.58
C27 4.69 -2.86 -1.79
C28 2.09 2.57 4.43
C29 2.83 -1.32 2.24
C30 8.15 -5.28 0.14
C31 7.61 -10.39 -0.83
C32 -7.59 0.77 -2.61
C33 8.35 -12.45 -0.07
H1 4.06 -2.92 -0.90
H2 -8.21 1.54 -3.07
H3 2.13 -1.54 0.24
H4 -2.67 1.02 -3.72
H5 -8.10 2.11 2.05
H6 0.69 2.48 1.36
H7 9.25 -12.86 0.38
H8 -5.90 6.19 4.52
H9 -2.73 -0.59 -2.95
H10 4.08 -3.38 -5.23
H11 -4.61 3.59 0.76
H12 7.42 -7.28 -1.60
H13 4.37 -0.03 0.68
H14 -6.69 3.18 2.22
H15 8.82 -4.42 0.19
H16 7.50 -12.58 0.60
H17 -1.29 0.44 -2.76
H18 -10.69 7.67 2.53
H19 2.38 -3.92 -5.37
H20 -2.89 -1.06 -8.08
H21 0.95 -1.64 3.25
H22 2.13 -1.44 5.13
H23 8.15 -12.95 -1.02
H24 3.75 -1.89 2.09
H25 4.18 2.19 0.31
H26 0.08 2.91 3.72
H27 -7.72 11.05 4.99
H28 3.06 -0.53 2.97
H29 0.79 0.48 -4.35
H30 4.08 -2.93 -2.68
H31 -2.95 -2.66 -7.31
H32 1.36 -2.90 2.08
H33 3.72 -2.23 5.10
H34 5.24 -1.92 -1.79
H35 -7.11 10.77 3.34
H36 2.47 1.05 -4.11
H37 1.86 2.75 5.47
H38 6.09 -8.24 -0.93
H39 -8.22 -0.05 -2.28
H40 8.71 -6.17 -0.11
H41 -1.57 -2.22 -8.35
H42 -4.46 5.67 5.44
H43 1.77 0.75 -1.73
H44 -4.68 7.38 5.01
H45 -6.84 0.42 -3.31
H46 -3.19 2.96 1.63
H47 2.35 -3.03 5.90
H48 6.72 -8.61 -2.55
H49 1.47 1.74 -5.41
H50 3.45 -3.95 -6.80
H51 1.41 -0.19 1.08
H52 4.18 2.20 4.76
H53 -2.97 3.92 0.16
H54 -11.30 7.93 4.18
H55 -6.11 10.32 4.74
H56 3.47 -0.05 -0.80
H57 -10.72 6.32 3.70
H58 -8.09 3.70 1.25
H59 7.64 -5.40 1.09

## Properties
- lowest unoccupied orbital energy (eV) = 0.517
- strongest force on any atom (eV/A) = 0.54
- M (g/mol) = 853.818

Here are the Löwdin charges for atoms 1 to 99, given in e:
1 O 0.128
2 O 0.002
3 O 0.004
4 O -0.006
5 O -0.025
6 O -0.010
7 O -0.017
8 O 0.125
9 O 0.125
10 O 0.011
11 O -0.001
12 O 0.126
13 O 0.107
14 O 0.092
15 O 0.000
16 O 0.126
17 O 0.010
18 O -0.185
19 O 0.011
20 O 0.107
21 O 0.000
22 O 0.002
23 O 0.018
24 O 0.010
25 N 0.121
26 C -0.019
27 C -0.025
28 C -0.341
29 C -0.243
30 C -0.622
31 C -0.025
32 C -0.031
33 C -0.231
34 C -0.627
35 C -0.029
36 C -0.036
37 C -0.616
38 C -0.187
39 C -0.030
40 C -0.626
41 C -0.113
42 C -0.622
43 C -0.242
44 C -0.021
45 C -0.138
46 C -0.035
47 C -0.620
48 C 0.004
49 C -0.132
50 C -0.051
51 C -0.035
52 C -0.030
53 C -0.065
54 C -0.176
55 C -0.028
56 C -0.627
57 C -0.035
58 C -0.040
59 H 0.092
60 H 0.097
61 H 0.111
62 H 0.102
63 H 0.100
64 H 0.106
65 H 0.093
66 H 0.096
67 H 0.101
68 H 0.090
69 H 0.081
70 H 0.065
71 H 0.126
72 H 0.068
73 H 0.100
74 H 0.097
75 H 0.072
76 H 0.098
77 H 0.100
78 H 0.097
79 H 0.125
80 H 0.083
81 H 0.097
82 H 0.128
83 H 0.153
84 H 0.108
85 H 0.098
86 H 0.099
87 H 0.076
88 H 0.071
89 H 0.097
90 H 0.125
91 H 0.088
92 H 0.100
93 H 0.099
94 H 0.089
95 H 0.101
96 H 0.106
97 H 0.097
98 H 0.087
99 H 0.093

---

[2]
Formula: C35H31ClF48O6P
Source: the Open Molecules 2025 dataset
Level of theory: wB97M-V/def2-TZVPD

Element x y z (Å)
Cl1 6.66 0.22 2.65
P1 5.68 1.21 4.06
F1 -10.53 -2.08 -4.82
F2 -1.54 0.46 0.89
F3 3.93 6.12 2.92
F4 -0.78 -3.02 5.22
F5 0.47 -0.72 4.69
F6 -0.75 6.25 -0.25
F7 2.78 0.81 -0.72
F8 2.10 -4.91 -5.90
F9 -6.65 2.02 -5.17
F10 -1.21 -4.82 -7.00
F11 -0.30 2.88 -0.02
F12 -1.33 -4.24 6.94
F13 -1.31 -0.40 -5.71
F14 -1.52 -2.10 -7.07
F15 0.55 7.97 0.12
F16 -0.38 0.40 7.18
F17 -0.09 -6.55 -6.26
F18 -5.05 0.65 -3.37
F19 6.81 -6.01 0.69
F20 2.53 6.60 -1.43
F21 3.14 -3.16 -0.21
F22 1.04 0.67 0.58
F23 -6.10 -1.19 -3.90
F24 3.42 -5.87 -0.14
F25 5.24 -5.58 2.12
F26 -2.21 -3.65 -4.75
F27 3.48 -1.46 1.12
F28 -3.44 -1.93 -5.26
F29 -2.03 1.31 6.07
F30 -1.97 3.04 1.37
F31 -8.30 -1.16 -2.28
F32 0.65 1.60 -2.16
F33 -7.66 1.23 -3.42
F34 1.32 -0.39 -2.73
F35 0.41 -4.52 -4.60
F36 1.39 -2.98 1.75
F37 3.67 5.63 0.83
F38 0.37 1.44 4.83
F39 1.38 -3.94 6.48
F40 -9.49 -2.97 -2.51
F41 -3.38 1.22 0.01
F42 4.56 -7.61 0.53
F43 3.27 8.50 0.44
F44 2.66 -4.71 2.15
F45 5.21 7.78 1.14
F46 1.21 -1.82 7.00
F47 0.63 7.08 -2.40
F48 -8.37 -2.39 -4.87
O1 0.90 -3.13 -6.30
O2 1.99 6.56 2.00
O3 5.61 -4.21 0.37
O4 -1.59 -2.07 7.10
O5 -0.52 -0.21 -1.54
O6 -7.93 0.27 -5.43
C1 3.33 6.54 1.77
C2 5.56 -5.52 0.82
C3 -1.18 -1.77 -5.81
C4 0.84 -4.43 -5.87
C5 0.72 0.32 -1.75
C6 4.65 -6.40 -0.05
C7 2.64 -3.37 2.08
C8 1.05 5.91 1.15
C9 0.30 -2.07 -5.58
C10 -2.22 -2.31 -4.83
C11 2.85 3.22 4.12
C12 -0.79 -3.05 6.57
C13 0.02 -5.32 -6.81
C14 0.63 -3.04 7.15
C15 -2.03 1.23 -0.11
C16 5.09 -3.14 1.12
C17 -5.80 0.05 -4.33
C18 3.90 0.96 3.88
C19 3.59 -2.83 1.01
C20 -7.07 0.88 -4.57
C21 -0.39 0.31 4.82
C22 -9.34 -1.58 -4.39
C23 6.20 3.98 3.52
C24 -1.63 2.69 0.11
C25 -9.40 -1.67 -2.87
C26 1.21 6.32 -1.44
C27 -9.21 -0.19 -5.04
C28 -2.09 -1.00 6.32
C29 3.91 7.93 1.47
C30 6.10 2.86 3.91
C31 1.62 0.15 -0.52
C32 -1.20 0.23 6.11
C33 -1.70 0.58 -1.46
C34 0.55 6.64 -0.10
C35 3.11 2.15 3.32
H1 5.07 -6.50 -1.05
H2 -2.51 -0.13 -1.62
H3 -1.04 0.34 3.95
H4 0.53 -5.41 -7.78
H5 1.82 -0.90 -0.35
H6 3.75 0.08 3.25
H7 2.77 2.10 2.30
H8 5.59 -2.27 0.68
H9 -2.04 -1.90 -3.83
H10 -1.77 1.30 -2.28
H11 2.00 3.87 3.95
H12 6.09 0.75 5.31
H13 -2.93 -0.63 6.91
H14 -5.22 -0.03 -5.24
H15 0.17 5.81 1.78
H16 1.07 5.27 -1.70
H17 -2.51 -1.35 5.38
H18 3.51 3.40 4.97
H19 6.25 4.97 3.06
H20 -10.29 -1.15 -2.49
H21 0.82 -1.19 -5.96
H22 -9.74 -0.29 -5.98
H23 -9.75 0.56 -4.46
H24 3.82 8.57 2.35
H25 2.89 -2.96 3.07
H26 3.46 0.71 4.85
H27 5.41 -3.18 2.16
H28 0.55 -2.11 -4.52
H29 1.36 4.89 0.92
H30 0.60 -3.29 8.21
H31 -2.16 3.34 -0.59

## Properties
- lowest unoccupied orbital energy (eV) = -4.251
- strongest force on any atom (eV/A) = 2.22
- M (g/mol) = 1525.958
- charge = +1

Here are the Löwdin charges for atoms 1 to 99, given in e:
1 Cl 0.455
2 P 0.588
3 F 0.106
4 F 0.118
5 F 0.103
6 F 0.148
7 F 0.082
8 F 0.102
9 F 0.094
10 F 0.144
11 F 0.145
12 F 0.104
13 F 0.073
14 F 0.157
15 F 0.093
16 F 0.142
17 F 0.144
18 F 0.131
19 F 0.104
20 F 0.081
21 F 0.156
22 F 0.100
23 F 0.145
24 F 0.086
25 F 0.105
26 F 0.101
27 F 0.154
28 F 0.113
29 F 0.058
30 F 0.091
31 F 0.112
32 F 0.099
33 F 0.093
34 F 0.154
35 F 0.151
36 F 0.146
37 F 0.151
38 F 0.102
39 F 0.143
40 F 0.082
41 F 0.096
42 F 0.101
43 F 0.125
44 F 0.113
45 F 0.119
46 F 0.120
47 F 0.095
48 F 0.085
49 F 0.109
50 F 0.136
51 O 0.053
52 O 0.051
53 O 0.054
54 O 0.056
55 O 0.049
56 O 0.056
57 C -0.538
58 C -0.537
59 C -0.438
60 C -0.543
61 C -0.538
62 C -0.284
63 C -0.312
64 C -0.038
65 C -0.045
66 C -0.299
67 C 0.033
68 C -0.548
69 C -0.285
70 C -0.276
71 C -0.441
72 C -0.062
73 C -0.290
74 C -0.314
75 C -0.424
76 C -0.547
77 C -0.292
78 C -0.445
79 C 0.168
80 C -0.293
81 C -0.306
82 C -0.306
83 C -0.036
84 C -0.036
85 C -0.285
86 C -0.290
87 C -0.285
88 C -0.442
89 C -0.029
90 C -0.441
91 C -0.192
92 H 0.179
93 H 0.146
94 H 0.172
95 H 0.177
96 H 0.147
97 H 0.073
98 H 0.096
99 H 0.137

---

[3]
Formula: C7H7N3S
Source: the Open Molecules 2025 dataset
Level of theory: wB97M-V/def2-TZVPD

Element x y z (Å)
S1 1.30 2.55 0.45
N1 4.77 -0.51 0.12
N2 -1.61 1.13 -0.65
N3 1.59 -1.91 0.11
C1 -0.42 0.41 -0.31
C2 0.57 1.25 -0.02
C3 2.33 -0.82 0.12
C4 -0.67 -1.04 -0.32
C5 0.23 -2.02 -0.02
C6 3.68 -0.84 -0.01
C7 -2.48 1.74 0.32
H1 -3.57 1.59 -0.07
H2 -0.16 -3.03 0.26
H3 -1.69 -1.26 -0.45
H4 1.89 -2.82 0.16
H5 -1.32 1.67 -1.42
H6 -2.24 1.19 1.18
H7 -2.21 2.71 0.54

## Properties
- lowest unoccupied orbital energy (eV) = -0.966
- relative energy (zero: lowest compared OMol25 entry of this formula, charge and spin) (kJ/mol) = 651.9
- strongest force on any atom (eV/A) = 4.00
- M (g/mol) = 165.221

Charges per atom according to Löwdin partitioning, unit e:
1 S 0.746
2 N 0.162
3 N -0.098
4 N 0.012
5 C -0.367
6 C -0.607
7 C -0.032
8 C 0.004
9 C -0.120
10 C -0.270
11 C -0.093
12 H 0.121
13 H 0.130
14 H 0.094
15 H 0.111
16 H 0.096
17 H 0.068
18 H 0.044